1.
Formula: C22H17N3O7PdS3Sb
Source: the OMol25 dataset
Level of theory: ωB97M-V with the def2-TZVPD basis set

```
54
Properties=species:S:1:pos:R:3:forces:R:3:nbo_charge:R:1
Pd -0.709455 0.438298 1.318407 0.5 0.0 -0.2 1.160
S -5.677725 1.167573 -0.487521 -0.2 0.1 0.1 -0.331
Sb -3.334278 0.891455 -0.369676 0.1 -0.1 -0.2 1.000
S -2.702132 2.296210 1.506278 -0.1 0.2 0.1 -0.231
S -3.057583 -0.352539 1.673819 -0.2 -0.1 0.0 -0.358
O 1.668500 0.723245 1.095860 0.0 -0.1 0.1 -0.619
C 2.074411 1.870546 0.962595 -0.1 0.0 0.0 0.463
C 1.391418 2.957520 0.297064 0.0 0.0 0.1 -0.328
C 2.038627 4.195401 0.280189 0.0 0.0 0.0 -0.088
C 1.482399 5.250345 -0.394865 0.0 0.0 0.0 -0.059
C 0.271339 5.110718 -1.081102 0.0 0.0 0.0 -0.120
C -0.373537 3.903851 -1.080013 0.0 0.0 0.0 -0.312
C 0.153341 2.781835 -0.389048 0.0 0.0 0.0 0.522
O -0.478055 1.655459 -0.441601 -0.1 0.0 0.0 -0.760
N 2.170965 6.538594 -0.405088 0.0 0.0 0.0 0.538
O 3.233709 6.619882 0.181837 0.0 0.0 0.0 -0.389
O 1.642989 7.456203 -1.003594 0.0 0.0 0.0 -0.385
H 3.069890 2.125875 1.363842 0.0 0.0 0.0 0.133
H 2.981658 4.327866 0.794218 0.0 0.0 0.0 0.246
H -0.138626 5.965500 -1.599496 0.0 0.0 0.0 0.250
H -1.309981 3.774663 -1.605959 0.0 0.0 0.0 0.224
C -0.987877 -4.828598 -1.085809 0.0 0.0 0.0 -0.254
O -0.098756 -3.937266 -0.433245 0.1 0.0 0.0 -0.509
C -0.430943 -3.506671 0.800468 0.1 0.1 0.1 0.393
C -1.549516 -3.927812 1.509377 0.0 0.0 0.0 -0.301
C -1.775009 -3.472401 2.800182 0.0 0.0 0.0 -0.178
C -0.895241 -2.589545 3.404337 0.0 0.0 0.0 -0.229
C 0.215783 -2.155142 2.699807 0.0 0.1 -0.1 -0.218
C 0.441756 -2.589664 1.400396 -0.1 0.0 0.0 0.040
N 1.612215 -2.122201 0.750451 0.0 -0.1 0.0 -0.489
C 1.871336 -1.721545 -0.483464 0.0 0.0 0.1 0.259
C 1.059685 -1.461012 -1.586315 -0.1 -0.1 0.0 -0.285
C 1.722032 -1.429341 -2.851072 0.0 0.0 0.0 -0.108
C 1.031575 -1.319203 -4.014768 0.0 0.0 0.0 -0.293
C -0.382811 -1.217970 -3.958973 0.0 0.0 0.0 -0.145
C -1.052487 -1.179402 -2.774669 0.0 0.0 0.0 -0.267
C -0.361260 -1.231933 -1.520236 0.2 0.2 0.0 0.476
O -0.977451 -1.035261 -0.431406 -0.2 -0.2 0.1 -0.768
H -0.519120 -5.073530 -2.034598 0.0 0.0 0.0 0.207
H -1.952122 -4.347681 -1.268826 0.0 0.0 0.0 0.186
H -1.133503 -5.739633 -0.501841 0.0 0.0 0.0 0.182
H -2.250265 -4.612924 1.055631 0.0 0.0 0.0 0.226
H -2.656170 -3.808376 3.330370 0.0 0.0 0.0 0.223
H -1.078983 -2.214425 4.400773 0.0 0.0 0.0 0.233
H 0.890405 -1.428995 3.137706 0.0 0.0 0.0 0.246
H 2.386466 -2.003195 1.386083 0.0 -0.1 0.0 0.418
H 2.936670 -1.583533 -0.641485 0.0 0.0 0.0 0.203
H 2.801778 -1.529944 -2.865775 0.0 0.0 0.0 0.207
H 1.542176 -1.314097 -4.967045 0.0 0.0 0.0 0.221
H -0.941832 -1.147753 -4.884789 0.0 0.0 0.0 0.216
H -2.129086 -1.072141 -2.744043 0.0 0.0 0.0 0.210
O -0.899740 2.862862 4.627594 0.0 0.0 0.0 -0.560
C -0.595991 1.978456 3.911696 0.0 0.0 0.0 0.778
N -0.241606 1.061383 3.217327 0.0 0.1 0.1 -0.873
```
Forces are in eV/Å.

## Properties
Frontier orbital gap (spin up / spin down) in eV: 7.39 / 5.76
M in g mol⁻¹: 759.77
Multiplicity: 6
Max |F| in eV Å⁻¹: 0.6
Relative energy (zero: lowest compared OMol25 entry of this formula, charge and spin) in kJ/mol: 8.5
HOMO (spin up / spin down) in eV: -8.34 / -8.52

---

2.
Formula: C22H18AsN4OPdS6
Source: the OMol25 dataset
Level of theory: ωB97M-V with the def2-TZVPD basis set

```
53
Properties=species:S:1:pos:R:3:forces:R:3:nbo_charge:R:1
Pd 0.845681 -1.828601 0.813438 -0.4 0.5 0.1 0.866
C 0.142112 -2.278684 -2.483649 0.0 0.0 0.0 -0.673
C -0.034415 -1.011594 -1.702630 0.1 -0.2 0.1 0.350
N 1.001157 -0.545650 -1.070919 -0.1 0.4 -0.2 -0.359
N 0.908678 0.815866 -0.750924 0.1 -0.3 0.2 -0.376
C 1.289470 1.161843 0.412596 -0.1 0.1 0.2 -0.047
S 1.756351 0.167337 1.761097 0.4 0.1 -0.1 -0.227
S 1.281686 2.899902 0.799569 0.0 -0.1 0.0 0.241
C -0.098708 3.446879 -0.238962 -0.1 0.2 0.0 -0.572
C 0.204858 3.723135 -1.684963 0.1 0.0 0.0 0.079
C -0.498442 3.059810 -2.680768 0.0 0.0 0.0 -0.226
C -0.251995 3.334807 -4.018109 0.0 0.0 0.0 -0.202
C 0.702919 4.274361 -4.374805 0.0 0.0 0.0 -0.234
C 1.410499 4.942124 -3.383569 0.0 0.0 0.0 -0.218
C 1.159945 4.667045 -2.048590 0.0 0.0 0.0 -0.242
C -1.344744 -0.383305 -1.605844 0.0 -0.1 0.0 -0.304
C -2.164057 -0.183404 -2.716334 0.0 0.0 0.0 -0.111
C -3.406739 0.405166 -2.601472 0.0 0.0 0.1 -0.338
C -3.847008 0.764383 -1.320155 -0.1 0.0 -0.1 -0.189
C -3.090814 0.517052 -0.201577 0.1 0.0 0.1 -0.309
C -1.805821 -0.101176 -0.275473 -0.1 0.1 -0.1 0.416
O -1.147201 -0.384809 0.782384 0.1 -0.3 0.2 -0.777
H 1.124835 -2.711626 -2.299675 0.0 0.0 0.0 0.244
H 0.064741 -2.029145 -3.546607 0.0 0.0 0.0 0.223
H -0.643125 -3.002970 -2.269209 0.0 0.0 0.0 0.223
H -0.438656 4.366147 0.246735 0.0 0.0 0.0 0.224
H -0.896697 2.710351 -0.148356 0.0 0.0 0.0 0.251
H -1.228216 2.309326 -2.405239 0.0 0.0 0.0 0.232
H -0.804140 2.800968 -4.781969 0.0 0.0 0.0 0.204
H 0.900598 4.483435 -5.418627 0.0 0.0 0.0 0.201
H 2.162038 5.674201 -3.650763 0.0 0.0 0.0 0.201
H 1.726590 5.175168 -1.276859 0.0 0.0 0.0 0.207
H -1.786133 -0.455606 -3.696731 0.0 0.0 0.0 0.191
H -4.017219 0.592019 -3.473786 0.0 0.0 0.0 0.201
H -4.814657 1.240469 -1.204389 0.0 0.0 0.0 0.197
H -3.452825 0.778671 0.785249 0.0 0.0 0.0 0.208
S 2.789424 -6.815157 0.402422 0.0 -0.1 0.0 -0.509
As 1.901591 -5.023675 0.955982 0.2 0.2 -0.1 0.669
S -1.192397 -3.525849 0.513823 0.1 0.0 -0.2 -0.146
S 2.744522 -3.198263 0.168987 -0.1 -0.3 0.2 -0.561
S -0.280938 -5.200123 0.065599 -0.1 -0.2 0.1 -0.065
N 1.295289 -1.288528 8.277802 0.0 0.0 0.0 -0.299
C 1.227239 -1.567981 7.166086 0.0 0.0 0.0 0.280
C 1.143688 -1.930777 5.774566 0.0 0.0 0.1 -0.127
C 2.299115 -2.033552 5.009589 0.0 0.0 -0.1 -0.198
C 2.164534 -2.380847 3.677658 0.0 -0.1 0.0 0.061
N 0.981511 -2.629218 3.114684 -0.1 0.3 -0.1 -0.451
C -0.120991 -2.524364 3.854244 0.0 0.0 0.0 0.070
C -0.094223 -2.179113 5.193713 0.1 0.0 0.0 -0.208
H 3.273310 -1.832716 5.429826 0.0 0.0 0.0 0.235
H 3.023199 -2.456964 3.019086 0.0 0.0 0.0 0.237
H -1.057539 -2.712188 3.343012 0.0 0.0 0.0 0.221
H -1.007866 -2.094589 5.762832 0.0 0.0 0.0 0.235
```
Forces are in eV/Å.

## Properties
Frontier orbital gap (spin up / spin down) in eV: 6.22 / 4.48
Net charge: -1
M in g mol⁻¹: 728.16
Multiplicity: 5
Max |F| in eV Å⁻¹: 0.6
Relative energy (zero: lowest compared OMol25 entry of this formula, charge and spin) in kJ/mol: 0.0
HOMO (spin up / spin down) in eV: -4.71 / -4.68

---

3.
Formula: C22H18BF4N
Source: the OMol25 dataset
Level of theory: ωB97M-V with the def2-TZVPD basis set

```
46
Properties=species:S:1:pos:R:3:forces:R:3:nbo_charge:R:1
F 6.047203 1.138611 2.332316 -1.1 -0.3 -0.2 -0.327
C 4.727083 0.843791 2.101673 -0.2 -0.3 0.5 0.408
C 4.295691 -0.483619 2.079644 0.2 0.0 0.0 -0.277
C 2.948684 -0.760154 1.809031 0.1 -0.4 -0.4 -0.144
C 2.013285 0.245034 1.495762 0.8 0.5 -0.7 -0.078
C 0.656115 -0.104673 0.872178 -0.3 -4.5 1.5 -0.195
C -0.559749 0.472981 1.532494 -0.6 0.7 0.3 -0.026
C -1.678742 -0.352865 1.669989 -0.5 0.0 -0.8 -0.204
C -2.964603 0.183391 1.788791 -0.1 0.0 0.4 -0.202
C -3.138869 1.578685 1.857576 0.3 -0.4 0.8 -0.225
C -2.007049 2.395630 1.966988 0.4 -0.1 0.5 -0.198
C -0.716429 1.830016 1.913749 -0.6 0.1 -0.9 -0.218
C 2.464959 1.561898 1.668862 0.3 0.4 -0.3 -0.184
C 3.801286 1.867178 1.983566 0.0 0.5 0.0 -0.288
H 5.033970 -1.287654 2.238154 -0.6 0.5 -0.1 0.240
H 2.644120 -1.811418 1.743601 0.1 0.5 0.0 0.239
H 0.604184 -1.258857 0.972326 0.0 1.7 0.9 0.258
H -1.545390 -1.437008 1.576052 -0.1 0.4 -0.1 0.219
H -3.828154 -0.507692 1.879287 0.6 0.6 -0.1 0.221
H -4.126533 1.996652 2.066099 0.3 -0.1 -0.5 0.220
H -2.106431 3.488774 2.150791 0.0 -1.0 -0.1 0.219
H 0.136225 2.487808 2.095927 -0.5 -0.3 -0.3 0.213
H 1.791478 2.407507 1.511469 0.5 -0.4 -0.1 0.206
H 4.143611 2.910429 2.112941 -0.3 -0.7 -0.2 0.233
C -1.130781 -2.900083 -2.859811 0.1 -1.0 -0.6 -0.422
N -0.672566 -1.712047 -2.190083 2.5 1.7 1.8 -0.285
C 0.504464 -1.511762 -1.533874 -2.4 -1.6 0.5 0.218
B 1.505604 -2.745482 -1.377605 0.6 -0.8 -0.1 1.138
F 2.660272 -2.326748 -0.667188 -0.6 -0.5 -0.7 -0.540
F 0.765138 -3.704506 -0.615066 0.5 0.3 -0.3 -0.546
F 1.727786 -3.222261 -2.706996 0.4 0.1 1.0 -0.545
C 0.479353 -0.253591 -0.777919 1.8 3.5 -0.5 -0.366
C -0.687091 0.441731 -1.410676 -0.3 -0.7 -0.2 0.036
C -1.419031 -0.516653 -2.125041 -0.8 0.9 0.2 0.107
C -2.675409 -0.249931 -2.661100 0.8 -0.6 -0.2 -0.229
C -3.184379 1.031673 -2.502998 0.0 1.1 -0.3 -0.204
C -2.417087 2.047356 -1.881384 -0.1 -1.0 -0.3 -0.195
C -1.141204 1.729951 -1.390296 -0.3 1.3 1.2 -0.208
H -2.115166 -2.696833 -3.265645 0.0 0.0 0.0 0.206
H -0.457443 -3.128753 -3.694014 -0.1 -0.1 0.3 0.253
H -1.196309 -3.778404 -2.185897 0.3 0.7 -0.3 0.252
H 1.469339 0.308696 -0.748113 -0.8 -0.6 -1.8 0.328
H -3.147039 -1.044248 -3.244881 -0.3 0.6 0.2 0.219
H -4.138053 1.303306 -2.982345 0.4 -0.2 0.5 0.223
H -2.831326 3.046612 -1.753419 0.2 -0.2 -0.2 0.223
H -0.535001 2.477535 -0.844909 -0.5 -0.3 -0.5 0.223
```
Forces are in eV/Å.

## Properties
Frontier orbital gap in eV: 8.25
M in g mol⁻¹: 383.20
Max |F| in eV Å⁻¹: 4.8
Relative energy (zero: lowest compared OMol25 entry of this formula, charge and spin) in kJ/mol: 0.0
HOMO in eV: -9.14

---

4.
Formula: C22H18ClN3O5S
Source: the OMol25 dataset
Level of theory: ωB97M-V with the def2-TZVPD basis set

```
50
Properties=species:S:1:pos:R:3:forces:R:3:nbo_charge:R:1
O -2.000175 0.764739 -1.666994 -0.2 0.2 0.0 -0.602
C -0.842492 0.482866 -1.458264 0.2 0.0 -0.4 0.674
C -0.223767 -0.839543 -1.937488 -0.4 0.2 -0.2 -0.329
N 0.497724 -1.434728 -0.839038 -0.5 -0.3 0.6 -0.718
C 1.594951 -2.278951 -1.067826 0.6 -0.3 0.1 0.186
C 1.618484 -3.254585 -2.056492 -0.1 0.2 0.1 -0.249
C 2.725129 -4.073129 -2.199275 0.0 0.0 -0.1 -0.197
C 3.809050 -3.934019 -1.348671 0.0 0.0 0.0 -0.197
C 3.804441 -2.959873 -0.364501 -0.1 0.1 0.0 -0.216
C 2.706067 -2.128183 -0.234954 0.0 -0.2 -0.3 -0.054
Cl 2.687515 -0.872460 0.934890 0.5 0.3 0.3 0.033
S -0.458417 -1.812300 0.512424 0.0 -0.3 0.1 2.315
O -1.026091 -0.587146 0.977044 -0.3 -0.1 -0.2 -0.919
O 0.348987 -2.593729 1.395823 -0.2 -0.3 -0.3 -0.924
C -1.734485 -2.848059 -0.189739 0.4 0.4 0.3 -0.276
C -2.934401 -2.290239 -0.587255 -0.1 0.1 0.0 -0.204
C -3.888455 -3.106590 -1.174599 0.0 0.0 0.0 -0.211
C -3.627884 -4.456015 -1.356157 0.0 0.0 0.0 -0.188
C -2.417938 -5.000803 -0.952173 0.1 0.0 0.0 -0.202
C -1.459667 -4.190720 -0.365661 0.1 -0.2 0.0 -0.223
N 0.080794 1.273131 -0.853856 0.3 -0.1 -0.2 -0.428
N -0.079270 2.424169 -0.175481 -0.3 0.3 0.0 -0.234
C -1.178977 3.053075 -0.063256 -0.4 -0.7 -0.5 0.064
C -1.168819 4.288105 0.696273 0.2 0.6 0.5 -0.104
C -2.320575 5.064680 0.810539 0.2 -0.2 -0.1 -0.173
C -2.300117 6.251893 1.517849 0.0 0.1 0.1 -0.209
C -1.127392 6.682688 2.116422 0.0 0.0 0.0 -0.198
C 0.026126 5.920462 2.013007 0.1 -0.1 -0.1 -0.207
C 0.011237 4.725767 1.313263 -0.3 0.0 -0.1 -0.032
C 1.262346 3.908674 1.217245 0.7 0.2 -0.1 0.798
O 2.173236 4.123971 0.461324 0.0 0.1 0.1 -0.595
O 1.313596 2.982435 2.182142 -0.1 -0.3 0.6 -0.682
H 0.477819 -0.630464 -2.750720 0.0 -0.1 0.1 0.243
H -1.033278 -1.475044 -2.321611 0.1 0.2 0.0 0.220
H 0.763657 -3.368561 -2.706604 -0.1 0.0 -0.1 0.224
H 2.734336 -4.827871 -2.970626 0.0 -0.1 -0.1 0.219
H 4.665732 -4.581361 -1.453538 0.1 -0.1 0.0 0.222
H 4.649273 -2.832267 0.293106 0.1 0.0 0.1 0.233
H -3.102626 -1.235753 -0.435229 -0.1 0.1 0.0 0.258
H -4.831012 -2.687677 -1.491344 -0.1 0.0 0.0 0.224
H -4.373198 -5.089144 -1.813992 -0.1 -0.1 0.0 0.219
H -2.221826 -6.052748 -1.093155 0.0 -0.1 0.0 0.220
H -0.510302 -4.578063 -0.030038 0.1 -0.1 0.0 0.243
H 1.005756 0.882210 -0.707890 -0.3 0.0 0.0 0.407
H -2.120724 2.732652 -0.500011 0.1 -0.1 -0.1 0.208
H -3.231744 4.728423 0.337917 -0.1 0.0 -0.1 0.214
H -3.198721 6.845011 1.601515 -0.1 0.0 0.0 0.215
H -1.109240 7.611795 2.666030 0.0 0.1 0.0 0.216
H 0.941143 6.254016 2.479274 0.1 0.0 0.0 0.221
H 2.122315 2.452888 2.098753 0.0 0.3 -0.2 0.493
```
Forces are in eV/Å.

## Properties
Frontier orbital gap in eV: 8.90
SMILES: O=C(CN(c1ccccc1Cl)S(=O)(=O)c1ccccc1)N/N=C/c1ccccc1C(=O)O
M in g mol⁻¹: 471.92
Max |F| in eV Å⁻¹: 1.0
Relative energy (zero: lowest compared OMol25 entry of this formula, charge and spin) in kJ/mol: 166.5
HOMO in eV: -8.53

---

Q: M of number 4 (C22H18ClN3O5S)?
A: 471.92 g mol⁻¹

---

Q: Among the records above, which one has the highest relative energy (zero: lowest compared OMol25 entry of this formula, charge and spin)?
A: C22H18ClN3O5S